Formula: C6H10O
Source: the OMol25 dataset
Level of theory: wB97M-V/def2-TZVPD

```
17
Properties=species:S:1:pos:R:3
C -1.202 -0.436 1.940
C -0.848 0.356 0.717
O 0.398 1.057 0.829
C 0.461 1.093 -0.608
C 1.652 0.263 -1.087
C 0.714 -0.984 -1.093
C -0.512 -0.107 -0.700
H -0.391 -1.098 2.242
H -1.379 0.284 2.746
H -2.113 -1.017 1.782
H -1.629 1.134 0.564
H 0.139 2.075 -0.968
H 2.454 0.225 -0.345
H 2.074 0.534 -2.059
H 0.531 -1.349 -2.114
H 1.010 -1.834 -0.462
H -1.359 -0.195 -1.385
```

## Properties
- Molecular weight: 98.14 g mol⁻¹
- Energy relative to the best compared isomer or geometry (same formula, charge and spin): 39.19 kcal per mole
- HOMO energy: -9.40 eV
- 2S+1: 1
- Kohn-Sham gap: 10.52 eV